Computed, not measured: a molecular structure, C35H29AsFN2OPtS, with ωB97M-V/def2-TZVPD.

Computed properties:
Relative energy (zero: lowest compared OMol25 entry of this formula, charge and spin) (eV): 0.000
LUMO level (alpha / beta) (eV): -0.084 / -2.151
Orbital gap (alpha / beta) (hartree): 0.220 / 0.227
2S+1: 6
<S²>: 8.791

Geometry as XYZ:
```
71
C35H29AsFN2OPtS (ωB97M-V/def2-TZVPD)
Pt 1.470 -0.546 0.612
N 1.793 1.517 4.317
C 1.737 1.080 3.058
O 2.026 -0.101 2.795
C 1.294 2.041 1.976
C 1.901 1.579 0.667
H 2.064 0.881 5.050
H 1.568 2.467 4.550
H 1.618 3.058 2.225
H 0.204 2.046 1.935
H 2.976 1.709 0.704
H 1.520 2.066 -0.224
N 3.727 -7.561 -0.473
C 3.412 -6.466 -0.321
C 3.013 -5.094 -0.130
C 2.612 -4.329 -1.225
C 2.206 -3.019 -1.040
C 2.192 -2.475 0.236
C 2.622 -3.221 1.323
C 3.022 -4.534 1.144
H 2.618 -4.764 -2.215
H 1.889 -2.435 -1.896
H 2.631 -2.788 2.316
H 3.341 -5.132 1.989
C -5.222 4.169 0.160
C -3.945 4.668 0.378
C -2.836 3.909 0.029
C -2.986 2.649 -0.553
C -4.275 2.153 -0.756
C -5.384 2.909 -0.403
As -1.395 1.606 -0.901
C -1.693 -0.688 1.508
C -1.568 0.271 2.531
C -2.657 0.963 3.027
C -3.933 0.721 2.531
C -4.095 -0.257 1.556
C -3.008 -0.950 1.057
C -1.912 0.662 -2.506
C -2.798 1.166 -3.463
C -3.097 0.428 -4.599
C -2.526 -0.824 -4.794
C -1.635 -1.328 -3.858
C -1.322 -0.584 -2.730
H -6.089 4.758 0.431
H -3.813 5.649 0.815
H -1.840 4.303 0.201
H -4.412 1.166 -1.181
H -6.378 2.511 -0.563
H -0.600 0.401 2.984
H -2.518 1.688 3.821
H -4.785 1.271 2.909
H -5.086 -0.472 1.173
H -3.154 -1.702 0.290
H -3.247 2.141 -3.323
H -3.780 0.832 -5.337
H -2.773 -1.400 -5.676
H -1.192 -2.307 -3.997
H -0.630 -0.984 -1.997
F 7.236 0.171 -1.527
C 5.982 0.013 -1.052
C 4.917 0.155 -1.915
C 3.629 -0.006 -1.415
C 3.419 -0.317 -0.079
C 4.513 -0.443 0.768
C 5.806 -0.283 0.285
H 5.095 0.387 -2.957
H 2.787 0.113 -2.090
H 4.366 -0.681 1.815
H 6.669 -0.390 0.929
S -0.746 -2.822 0.140
C -0.548 -1.376 0.960
```

=====

Computed, not measured: a molecular structure, C22H54AlBNO13P2 at a distorted geometry, with ωB97M-V/def2-TZVPD.

Computed properties:
LUMO level (eV): 1.887
Orbital gap (hartree): 0.220
Net charge: -1
2S+1: 1

Geometry as XYZ:
```
94
C22H54AlBNO13P2 (ωB97M-V/def2-TZVPD)
C 0.693 4.094 3.539
C -0.422 3.881 2.490
C 0.034 4.038 1.038
C 1.190 3.094 0.663
O 1.006 1.829 1.235
Al 0.455 0.519 0.107
C -0.413 1.196 -1.629
C -1.866 1.444 -1.518
O -2.668 0.533 -1.550
O -2.327 2.755 -1.380
O -0.628 -0.690 0.909
C -1.060 -0.363 2.199
C -0.374 -1.176 3.307
B 2.226 -0.546 -0.494
O 2.331 -1.186 -1.750
N 3.351 -0.614 0.442
C 4.637 -0.924 -0.208
C 3.048 -1.508 1.571
H 0.703 3.225 4.196
H 0.456 4.947 4.179
H 1.678 4.223 3.099
H -0.854 2.894 2.634
H -1.227 4.606 2.644
H -0.811 3.774 0.394
H 0.281 5.083 0.822
H 2.091 3.523 1.134
H 1.372 3.083 -0.418
H -0.322 0.379 -2.347
H 0.111 2.045 -2.075
H -2.656 2.841 -0.478
H -2.137 -0.596 2.252
H -0.972 0.702 2.456
H -1.093 -1.372 4.110
H -0.064 -2.148 2.922
H 0.474 -0.661 3.760
H 1.495 -1.637 -1.882
H 4.623 -0.700 -1.272
H 4.951 -1.953 0.004
H 5.405 -0.278 0.241
H 2.296 -2.244 1.259
H 3.917 -2.029 1.965
H 2.556 -0.904 2.338
O -5.888 7.335 -3.542
P -6.240 6.405 -2.437
O -6.752 5.048 -3.168
C -5.829 4.314 -3.982
C -4.642 3.800 -3.193
O -7.672 7.064 -1.958
C -7.908 8.462 -2.111
C -8.830 8.723 -3.286
O -5.934 5.787 -0.977
C -6.927 5.245 -0.097
C -7.387 3.847 -0.456
H -5.497 4.940 -4.815
H -6.386 3.476 -4.401
H -4.016 4.625 -2.836
H -4.020 3.147 -3.804
H -4.963 3.246 -2.314
H -6.970 9.004 -2.230
H -8.370 8.820 -1.187
H -8.514 8.168 -4.168
H -8.860 9.786 -3.531
H -9.845 8.395 -3.049
H -7.771 5.919 0.020
H -6.437 5.203 0.878
H -8.081 3.857 -1.295
H -7.910 3.406 0.394
H -6.546 3.209 -0.722
O 4.419 -6.363 2.149
P 5.116 -7.417 1.370
O 6.564 -6.767 0.991
C 7.460 -6.420 2.045
C 7.885 -7.619 2.873
O 4.332 -7.298 -0.061
C 2.964 -6.867 -0.110
C 2.871 -5.433 -0.587
O 5.502 -8.975 1.130
C 5.844 -9.532 -0.145
C 7.257 -9.234 -0.604
H 7.000 -5.658 2.681
H 8.333 -5.971 1.572
H 7.039 -8.033 3.431
H 8.658 -7.338 3.589
H 8.269 -8.417 2.239
H 2.488 -6.982 0.863
H 2.439 -7.527 -0.804
H 3.576 -4.787 -0.067
H 1.865 -5.038 -0.442
H 3.115 -5.372 -1.649
H 5.120 -9.263 -0.908
H 5.750 -10.612 -0.008
H 7.349 -8.217 -0.980
H 7.526 -9.909 -1.419
H 7.973 -9.360 0.208
```

=====

Computed, not measured: 2 unconnected molecules or ions with the total composition C5H7OS at a distorted geometry, with ωB97M-V/def2-TZVPD.

Computed properties:
Relative energy (zero: lowest compared OMol25 entry of this formula, charge and spin) (eV): 2.018
LUMO level (alpha / beta) (eV): 3.656 / 3.657
Orbital gap (alpha / beta) (hartree): 0.242 / 0.242
Net charge: -1
2S+1: 1

Geometry as XYZ:
```
14
C5H7OS (ωB97M-V/def2-TZVPD)
C -0.057 0.916 -0.286
C 0.391 -0.337 -0.219
C 2.719 -0.385 -0.198
C -1.521 1.367 0.123
C -0.502 -1.548 0.095
O 2.875 -1.560 -0.118
S 3.487 1.015 -0.093
H 0.584 1.658 -0.637
H -1.721 2.435 0.128
H -1.821 1.153 1.209
H -2.312 0.965 -0.386
H -1.545 -1.486 0.488
H 0.103 -2.132 0.763
H -0.681 -2.060 -0.870
```

=====

Computed, not measured: 7 unconnected molecules or ions with the total composition C30H70BNO9 at a distorted geometry, with ωB97M-V/def2-TZVPD.

Computed properties:
Structure (SMILES): C#C[C@@H](OC=O)B(O)N(C)C.CCOCC.CCOCC.CCOCC.CCOCC.CCOCC.CCOCC
Relative energy (zero: lowest compared OMol25 entry of this formula, charge and spin) (eV): 0.000
LUMO level (eV): 0.589
Orbital gap (hartree): 0.358
2S+1: 1

Geometry as XYZ:
```
111
C30H70BNO9 (ωB97M-V/def2-TZVPD)
C -5.861 3.923 -0.130
C -5.297 2.921 0.224
C -4.561 1.695 0.457
O -5.276 0.715 1.253
C -6.603 0.635 0.951
O -7.057 0.527 -0.140
B -3.951 1.114 -0.918
O -4.771 0.861 -2.015
N -2.535 0.816 -1.001
C -2.220 -0.479 -0.381
C -2.060 0.880 -2.391
H -6.322 4.781 -0.513
H -3.703 1.972 1.060
H -7.268 0.641 1.819
H -4.883 1.703 -2.469
H -1.284 -0.845 -0.778
H -3.011 -1.221 -0.466
H -2.049 -0.344 0.686
H -0.977 0.824 -2.376
H -2.374 1.826 -2.805
H -2.409 0.056 -3.009
C -2.225 -0.976 5.745
C -1.985 -1.020 4.246
O -1.263 0.093 3.746
C 0.036 0.284 4.273
C 0.980 -0.881 4.026
H -2.755 -0.063 6.019
H -2.822 -1.833 6.056
H -1.292 -0.998 6.310
H -2.946 -1.009 3.730
H -1.489 -1.954 3.957
H -0.017 0.521 5.342
H 0.427 1.173 3.778
H 0.639 -1.795 4.513
H 1.973 -0.649 4.413
H 1.060 -1.086 2.958
C -5.771 1.698 4.638
C -6.695 0.618 5.172
O -6.736 0.536 6.584
C -7.174 1.698 7.263
C -8.582 2.134 6.897
H -4.756 1.547 5.008
H -5.754 1.666 3.550
H -6.087 2.696 4.944
H -6.343 -0.357 4.830
H -7.709 0.740 4.770
H -6.463 2.518 7.113
H -7.140 1.449 8.324
H -8.666 2.407 5.844
H -8.874 3.002 7.489
H -9.292 1.327 7.086
C 0.529 3.134 0.055
C 0.813 3.094 -1.436
O 1.556 4.201 -1.911
C 2.841 4.375 -1.341
C 3.775 3.197 -1.554
H -0.002 4.050 0.317
H -0.086 2.279 0.343
H 1.445 3.102 0.647
H -0.133 3.116 -1.976
H 1.309 2.156 -1.714
H 2.754 4.613 -0.275
H 3.260 5.260 -1.822
H 3.405 2.289 -1.078
H 4.757 3.413 -1.132
H 3.889 2.988 -2.619
C -5.756 -2.081 -2.340
C -6.036 -2.249 -3.820
O -5.038 -2.976 -4.519
C -4.813 -4.301 -4.082
C -6.034 -5.201 -4.178
H -4.796 -1.590 -2.192
H -6.531 -1.473 -1.875
H -5.723 -3.040 -1.818
H -6.070 -1.267 -4.292
H -7.020 -2.705 -3.981
H -4.410 -4.303 -3.063
H -4.027 -4.695 -4.726
H -6.847 -4.855 -3.539
H -5.779 -6.216 -3.872
H -6.408 -5.227 -5.202
C 7.081 -0.563 -1.876
C 6.929 0.545 -0.849
O 5.811 0.389 0.007
C 5.787 -0.784 0.797
C 6.971 -0.918 1.741
H 6.181 -0.645 -2.486
H 7.930 -0.359 -2.530
H 7.249 -1.534 -1.406
H 6.774 1.493 -1.366
H 7.845 0.658 -0.260
H 5.697 -1.671 0.160
H 4.868 -0.728 1.382
H 7.917 -0.991 1.203
H 6.866 -1.815 2.352
H 7.033 -0.051 2.400
C 11.691 -2.349 -3.771
C 10.181 -2.195 -3.816
O 9.746 -1.024 -4.486
C 10.125 -0.909 -5.846
C 9.608 -2.032 -6.729
H 12.149 -1.480 -3.296
H 11.961 -3.241 -3.204
H 12.122 -2.446 -4.768
H 9.798 -2.114 -2.798
H 9.709 -3.081 -4.254
H 11.214 -0.818 -5.932
H 9.707 0.038 -6.189
H 10.008 -3.003 -6.434
H 9.893 -1.857 -7.766
H 8.520 -2.092 -6.670
```

=====

Computed, not measured: C4H10N2 in the gas phase at a distorted geometry, with ωB97M-V/def2-TZVPD.

Computed properties:
Structure (SMILES): C=NN(C)CC
Relative energy (zero: lowest compared OMol25 entry of this formula, charge and spin) (eV): 3.425
LUMO level (eV): 1.086
Orbital gap (hartree): 0.298
2S+1: 1

Geometry as XYZ:
```
16
C4H10N2 (ωB97M-V/def2-TZVPD)
C 0.421 2.065 0.170
N 0.560 1.082 -0.630
N 0.519 -0.187 -0.266
C 1.747 -0.984 -0.142
C -0.691 -0.670 0.320
C -1.926 -0.196 -0.351
H 0.658 1.895 1.231
H 0.195 3.057 -0.169
H 2.557 -0.446 -0.710
H 1.714 -1.972 -0.649
H 2.099 -1.206 0.942
H -0.667 -0.397 1.350
H -0.537 -1.777 0.287
H -2.766 -0.627 0.229
H -1.961 -0.520 -1.396
H -1.922 0.884 -0.216
```

=====

Computed, not measured: 2 unconnected molecules or ions with the total composition C3H10N2O2 at a distorted geometry, with ωB97M-V/def2-TZVPD.

Computed properties:
Structure (SMILES): CNNC.O=CO
Relative energy (zero: lowest compared OMol25 entry of this formula, charge and spin) (eV): 2.926
LUMO level (eV): 0.708
Orbital gap (hartree): 0.384
2S+1: 1

Geometry as XYZ:
```
17
C3H10N2O2 (ωB97M-V/def2-TZVPD)
C 0.288 1.797 0.006
N -0.528 0.605 0.160
N -0.248 -0.518 -0.774
C 0.899 -1.307 -0.488
H 1.351 1.446 -0.093
H 0.139 2.332 -0.873
H 0.256 2.542 0.888
H -1.515 0.967 0.134
H -0.236 -0.098 -1.669
H 1.795 -0.748 -0.260
H 0.720 -1.939 0.463
H 1.028 -1.915 -1.452
O -2.731 -1.070 2.493
C -1.629 -1.383 2.840
O -0.536 -0.739 2.530
H -1.356 -2.224 3.482
H -0.563 -0.055 1.632
```

=====

Computed, not measured: a molecular structure, C16H31NP2PbS at a distorted geometry, with ωB97M-V/def2-TZVPD.

Computed properties:
Relative energy (zero: lowest compared OMol25 entry of this formula, charge and spin) (eV): 1.976
LUMO level (alpha / beta) (eV): -9.728 / -9.730
Orbital gap (alpha / beta) (hartree): 0.160 / 0.160
Net charge: +2
2S+1: 1

Geometry as XYZ:
```
52
C16H31NP2PbS (ωB97M-V/def2-TZVPD)
P 1.459 -1.629 -0.481
P 0.807 1.827 -0.128
C 1.188 -0.495 -1.816
C 1.584 0.918 -1.809
H -1.418 -0.183 -1.415
H 0.543 -0.875 -2.623
H 2.688 1.087 -1.759
H 1.177 1.507 -2.653
C 0.056 3.188 -1.161
H -0.589 3.767 -0.487
H -0.542 2.872 -2.024
H 0.861 3.855 -1.507
C 1.840 3.120 0.742
H 1.398 4.115 0.578
H 2.881 3.148 0.393
H 1.844 2.930 1.828
C 0.431 -2.939 -1.331
H 0.264 -3.842 -0.728
H 1.005 -3.197 -2.238
H -0.546 -2.536 -1.640
C 3.126 -2.481 -0.607
H 3.810 -1.933 -1.273
H 2.922 -3.479 -1.029
H 3.584 -2.588 0.400
Pb 2.878 0.218 0.799
C -2.047 1.295 -0.014
C -2.159 0.646 -1.314
C -3.536 0.065 -1.661
C -3.909 -1.091 -0.725
C -2.752 -1.984 -0.386
C -1.882 -1.835 0.616
C -1.724 -0.694 1.578
C -2.389 0.678 1.258
C 2.549 -1.167 2.533
H -2.094 2.386 -0.033
H -1.886 1.368 -2.085
H -3.468 -0.302 -2.688
H -4.331 0.817 -1.665
H -4.365 -0.695 0.189
H -4.671 -1.687 -1.244
H -2.699 -2.878 -1.024
H -1.134 -2.628 0.754
H -0.633 -0.566 1.722
H -2.101 -0.977 2.578
H -3.478 0.578 1.393
H -2.022 1.352 2.054
H 3.491 -1.107 3.099
H 2.309 -2.201 2.272
H 1.743 -0.691 3.104
S 4.330 1.796 2.802
C 3.213 1.628 3.998
N 2.397 1.518 4.859
```

=====

Computed, not measured: a molecular structure, C29H61Br2F4NNbO15P2S at a distorted geometry, with ωB97M-V/def2-TZVPD.

Computed properties:
LUMO level (eV): -0.909
Orbital gap (hartree): 0.150
Net charge: -1
2S+1: 1

Geometry as XYZ:
```
116
C29H61Br2F4NNbO15P2S (ωB97M-V/def2-TZVPD)
C -6.904 -6.786 -2.400
C -5.555 -5.820 -2.622
O -4.651 -5.854 -1.640
O -5.505 -4.989 -3.834
C -4.099 -4.549 -4.123
C -3.785 -3.082 -3.443
Nb -1.584 -2.512 -3.282
C -2.198 -0.473 -4.219
N -1.180 0.616 -4.006
C -1.436 -3.358 -5.417
C -0.266 -2.828 -6.364
C -0.445 -1.381 -7.115
S -1.793 -1.363 -8.451
O -3.158 -0.886 -7.901
O -1.340 -0.241 -9.467
O -1.865 -2.803 -9.372
C 0.537 -1.769 -3.332
C 1.794 -2.672 -2.958
C 2.134 -4.033 -3.769
O 3.450 -4.400 -3.745
O 1.294 -4.932 -4.546
C -1.134 -4.549 -2.305
C -0.463 -4.521 -0.824
C -0.155 -5.999 -0.184
F -0.413 -5.866 1.299
Br -1.365 -7.468 -0.811
C 1.378 -6.538 -0.320
F 2.432 -5.511 -0.410
F 1.660 -7.324 0.941
Br 1.459 -7.933 -1.799
C -2.070 -1.523 -1.256
C -0.809 -1.262 -0.271
F -3.085 -2.269 -0.457
H -7.885 -6.119 -2.500
H -6.907 -7.717 -3.116
H -6.910 -7.225 -1.298
H -3.345 -5.398 -3.854
H -4.068 -4.471 -5.317
H -4.410 -3.032 -2.460
H -4.306 -2.298 -4.183
H -3.208 -0.147 -3.697
H -2.463 -0.637 -5.356
H -1.332 1.333 -4.779
H -1.425 1.064 -3.074
H -1.347 -4.524 -5.297
H -2.482 -3.118 -5.939
H 0.834 -2.784 -5.903
H -0.158 -3.619 -7.256
H 0.569 -1.228 -7.730
H -0.488 -0.451 -6.395
H -2.184 -3.552 -8.775
H 0.569 -0.816 -2.606
H 0.778 -1.243 -4.381
H 2.730 -1.962 -3.223
H 1.991 -2.853 -1.791
H 1.799 -5.463 -5.228
H -0.726 -5.362 -3.043
H -2.239 -4.946 -2.056
H 0.488 -3.882 -0.676
H -1.290 -4.040 -0.106
H -2.567 -0.456 -1.455
H 0.216 -1.726 -0.577
H -1.065 -1.742 0.793
H -0.644 -0.106 -0.036
O -1.703 2.980 0.311
P -1.169 4.399 0.626
O -1.354 4.256 2.267
C -0.377 3.525 2.982
C 0.937 4.278 3.044
O -2.656 5.095 0.334
C -3.565 4.527 -0.599
C -4.615 3.712 0.135
O -0.572 5.984 0.978
C -1.147 7.152 0.414
C -2.171 7.754 1.371
H -0.243 2.536 2.532
H -0.760 3.379 3.997
H 1.384 4.361 2.048
H 1.649 3.765 3.697
H 0.785 5.297 3.415
H -3.042 3.933 -1.359
H -4.052 5.351 -1.129
H -4.165 2.964 0.796
H -5.277 3.201 -0.569
H -5.219 4.365 0.774
H -1.570 6.951 -0.575
H -0.338 7.875 0.270
H -2.948 7.040 1.658
H -2.653 8.626 0.922
H -1.684 8.064 2.302
O 4.229 4.341 5.672
P 5.406 3.966 6.607
O 5.491 2.391 6.098
C 6.137 2.127 4.867
C 7.635 2.331 4.978
O 4.382 3.688 7.893
C 3.155 4.393 8.024
C 2.008 3.528 7.531
O 6.720 3.547 7.650
C 6.653 3.715 9.058
C 6.224 2.413 9.726
H 5.712 2.754 4.078
H 5.930 1.084 4.611
H 7.872 3.386 5.149
H 8.140 2.010 4.063
H 8.043 1.768 5.824
H 3.190 5.360 7.509
H 3.012 4.611 9.087
H 2.179 3.162 6.513
H 1.065 4.080 7.549
H 1.907 2.641 8.165
H 6.006 4.554 9.329
H 7.660 3.969 9.403
H 5.276 2.033 9.336
H 6.123 2.549 10.807
H 6.966 1.628 9.541
```

=====

Computed, not measured: 2 unconnected molecules or ions with the total composition CH2ClFN2O at a distorted geometry, with ωB97M-V/def2-TZVPD.

Computed properties:
Structure (SMILES): N=C=O.FNCl
Relative energy (zero: lowest compared OMol25 entry of this formula, charge and spin) (eV): 0.712
LUMO level (eV): 0.361
Orbital gap (hartree): 0.406
2S+1: 1

Geometry as XYZ:
```
8
CH2ClFN2O (ωB97M-V/def2-TZVPD)
N 0.636 1.875 2.077
C 0.034 0.999 1.575
O -0.568 0.148 1.143
H 0.880 2.741 1.874
F 0.068 -2.569 -1.165
N 0.171 -1.208 -1.596
Cl -0.929 -1.220 -3.005
H -0.292 -0.766 -0.903
```

=====

Which value of 2S+1 does entry 3 give?
1

=====

Which value of 2S+1 does entry 2 give?
1

=====

What is the 2S+1 in the first record?
6